# 1
Computed, not measured: C17H49AsF6N4O7 as an isolated structure at a distorted geometry, with ωB97M-V/def2-TZVPD.

```
! wB97M-V def2-TZVPD RIJCOSX def2/J DEFGRID3
* xyz 2 1
C 1.20 2.16 4.58
C 2.13 3.07 3.70
C 3.41 3.60 4.40
O 4.12 2.45 4.96
C 5.45 2.75 5.20
N 2.58 2.26 2.49
H 3.22 2.71 1.85
H 3.10 1.51 2.91
H 1.79 1.90 1.98
H 1.00 2.62 5.54
H 1.67 1.25 4.94
H 0.29 1.86 4.06
H 1.66 3.92 3.21
H 3.20 4.31 5.20
H 3.97 4.14 3.64
H 5.59 3.78 5.52
H 6.03 2.50 4.31
H 5.91 2.27 6.07
C 0.43 -5.60 1.84
C 0.45 -4.09 1.71
C 1.79 -3.57 2.17
O 2.79 -4.02 1.32
C 4.06 -3.40 1.59
N 0.31 -3.86 0.19
H 0.40 -2.86 0.05
H 1.02 -4.31 -0.38
H -0.59 -4.15 -0.16
H 0.35 -5.82 2.90
H 1.30 -6.12 1.44
H -0.48 -6.02 1.42
H -0.37 -3.53 2.17
H 1.88 -3.85 3.22
H 1.72 -2.49 2.05
H 4.59 -3.85 2.43
H 4.06 -2.32 1.74
H 4.76 -3.54 0.77
C -0.68 -1.86 -5.96
C -0.87 -1.72 -4.36
C -0.11 -2.86 -3.63
O 1.31 -2.61 -3.47
C 1.94 -3.83 -3.08
N -0.40 -0.43 -3.77
H -0.94 -0.03 -3.01
H 0.53 -0.70 -3.48
H -0.26 0.38 -4.36
H -1.29 -1.09 -6.43
H -1.15 -2.79 -6.28
H 0.29 -1.79 -6.44
H -1.90 -1.81 -4.01
H -0.35 -3.78 -4.16
H -0.53 -2.94 -2.62
H 2.21 -4.42 -3.95
H 1.37 -4.50 -2.43
H 2.86 -3.53 -2.58
C -5.85 0.79 -1.03
C -4.39 0.66 -1.37
C -3.98 1.18 -2.71
O -4.01 2.60 -2.66
C -3.92 3.06 -4.07
N -3.59 1.28 -0.21
H -3.87 2.24 -0.03
H -3.82 0.84 0.67
H -2.61 1.33 -0.42
H -6.23 0.10 -0.27
H -6.43 0.46 -1.89
H -6.13 1.81 -0.76
H -4.16 -0.40 -1.45
H -4.65 0.78 -3.47
H -2.99 0.84 -3.03
H -3.00 2.80 -4.59
H -4.07 4.13 -3.92
H -4.71 2.63 -4.67
As -1.40 4.95 1.22
F -1.24 6.13 -0.16
F -2.93 5.71 1.78
F -1.43 3.67 2.53
F 0.14 4.16 0.69
F -0.39 5.96 2.23
F -2.40 3.89 0.15
O 0.83 1.08 0.83
C 0.16 0.27 -0.03
O 0.41 -0.89 0.00
O -0.70 0.72 -0.78
H 0.53 1.90 0.42
*
```

E in eV: -115847.05048
Highest occupied orbital energy in Eh: -0.5316
E_LUMO in Eh: -0.1882
ΔE to the lowest compared entry with this formula, charge and spin in kcal per mole: 66.7

***

# 2
Computed, not measured: a 8-piece molecular cluster, C17H49O8S7 overall at a distorted geometry, with ωB97M-V/def2-TZVPD.

```
! wB97M-V def2-TZVPD RIJCOSX def2/J DEFGRID3
* xyz -1 1
C 0.22 -0.93 1.28
C 0.48 0.27 0.37
C 0.99 -0.18 -0.99
O -0.69 1.02 0.32
H -0.60 -1.62 1.03
H 0.19 -0.59 2.31
H 1.12 -1.54 1.25
H 1.34 0.78 0.78
H 1.69 -1.01 -1.09
H 1.54 0.59 -1.53
H 0.09 -0.18 -1.62
C 2.88 3.34 -1.52
S 2.12 5.02 -1.43
O 2.44 5.57 -2.84
C 0.43 4.33 -1.73
H 3.92 3.47 -1.21
H 2.86 2.66 -2.38
H 2.33 2.78 -0.76
H 0.76 3.73 -2.58
H -0.31 5.01 -2.14
H 0.12 3.74 -0.87
C -2.68 3.08 -1.76
S -4.03 2.11 -2.54
O -4.33 0.84 -1.69
C -5.49 3.32 -2.25
H -2.12 2.56 -0.99
H -3.01 4.03 -1.35
H -1.94 3.29 -2.53
H -6.38 3.09 -2.83
H -5.32 4.39 -2.29
H -5.68 3.04 -1.21
C 3.26 -3.85 -0.17
S 2.46 -3.74 -1.83
O 3.06 -4.77 -2.78
C 0.84 -4.32 -1.29
H 3.13 -4.75 0.43
H 2.95 -2.89 0.23
H 4.35 -3.79 -0.22
H 0.75 -3.98 -0.25
H 0.66 -5.40 -1.26
H 0.14 -3.91 -2.01
C -1.61 -2.07 -3.76
S -2.67 -2.97 -2.54
O -3.24 -1.98 -1.55
C -3.94 -3.45 -3.74
H -1.18 -2.64 -4.58
H -0.69 -1.85 -3.22
H -2.02 -1.17 -4.21
H -4.74 -3.84 -3.11
H -3.65 -4.28 -4.40
H -4.22 -2.58 -4.33
C 7.09 0.18 0.89
S 5.59 0.57 -0.15
O 5.28 -0.70 -0.88
C 4.40 0.42 1.36
H 7.80 -0.45 0.36
H 6.58 -0.57 1.50
H 7.52 1.07 1.34
H 4.74 1.00 2.22
H 4.24 -0.62 1.62
H 3.38 0.75 1.11
C -0.96 -4.47 5.04
S 0.86 -4.38 5.03
O 1.38 -5.64 4.31
C 1.08 -3.16 3.64
H -1.33 -5.28 5.66
H -1.33 -4.66 4.04
H -1.41 -3.52 5.35
H 2.08 -2.73 3.57
H 0.29 -2.40 3.69
H 0.93 -3.70 2.71
C -2.24 3.50 2.88
S -3.46 4.02 1.64
O -4.25 2.75 1.22
C -4.56 4.96 2.83
H -2.90 2.85 3.47
H -1.68 4.28 3.39
H -1.50 2.81 2.46
H -5.13 5.70 2.27
H -3.86 5.41 3.53
H -5.25 4.26 3.30
*
```

E in eV: -110640.93464
Highest occupied orbital energy in Eh: -0.1272
E_LUMO in Eh: 0.0778
ΔE to the lowest compared entry with this formula, charge and spin in kcal per mole: 43.2